No. 1
C24H36O22Rb2S | the ωB97M-V functional and the def2-TZVPD basis

```
! RIJCOSX wB97M-V def2-TZVPD def2/J DEFGRID3
* xyz 0 1
Rb 1.075 15.663 25.915
Rb -2.225 19.280 21.799
S -0.938 17.865 24.535
O 0.384 18.196 25.126
O -1.859 19.015 24.574
O -0.737 17.494 23.116
O -1.482 16.716 25.315
C 2.897 16.652 22.372
C 3.251 18.123 22.500
C 3.216 18.736 23.897
O 4.492 19.383 24.011
C 5.240 19.096 22.957
O 6.368 19.463 22.797
O 4.610 18.288 22.080
H 3.691 16.064 22.842
H 2.788 16.248 21.367
H 1.946 16.439 22.869
H 2.553 18.716 21.902
H 3.132 17.963 24.667
H 2.401 19.433 24.030
C -5.513 19.151 24.453
C -5.864 17.665 24.329
C -4.700 16.772 24.783
O -5.379 15.747 25.495
C -6.609 16.169 25.855
O -7.353 15.532 26.519
O -6.852 17.389 25.337
H -6.374 19.762 24.190
H -4.702 19.349 23.742
H -5.164 19.365 25.459
H -6.242 17.356 23.353
H -4.044 17.335 25.442
H -4.149 16.401 23.924
C -0.330 19.513 28.687
C -1.362 20.001 27.672
C -2.648 19.197 27.677
O -3.666 20.202 27.753
C -3.141 21.363 28.138
O -3.763 22.317 28.465
O -1.786 21.301 28.105
H 0.535 20.176 28.674
H 0.099 18.510 28.547
H -0.815 19.510 29.665
H -0.847 20.018 26.716
H -2.752 18.499 28.506
H -2.811 18.672 26.742
C -1.406 13.758 27.696
C -1.678 15.089 28.358
C -3.079 15.609 28.027
O -3.541 16.111 29.271
C -2.727 15.723 30.262
O -2.874 16.029 31.394
O -1.723 14.938 29.780
H -1.432 13.934 26.613
H -2.222 13.057 27.856
H -0.428 13.321 27.896
H -0.919 15.840 28.101
H -3.722 14.799 27.666
H -3.136 16.319 27.209
C -0.835 14.744 21.023
C -1.589 13.835 21.970
C -2.176 14.410 23.260
O -3.501 13.896 23.274
C -3.749 13.174 22.168
O -4.757 12.592 21.973
O -2.682 13.190 21.324
H -1.456 15.505 20.543
H -0.453 14.127 20.208
H -0.010 15.263 21.510
H -0.852 13.074 22.258
H -2.076 15.496 23.251
H -1.674 14.013 24.143
C 0.893 22.900 26.122
C 0.609 21.819 25.102
C -0.648 22.086 24.296
O -0.262 21.574 22.976
C 1.063 21.497 22.908
O 1.712 21.129 21.983
O 1.617 21.866 24.082
H 0.770 23.906 25.726
H 1.856 22.807 26.624
H 0.193 22.831 26.964
H 0.570 20.820 25.543
H -0.850 23.135 24.064
H -1.568 21.609 24.619
*
```

## Properties
* energy relative to the best compared isomer or geometry (same formula, charge and spin): 0.0 kJ/mol
* orbital gap: 8.781 eV
* DFT total energy: -82667.51698 eV
* M: 879.53 Da

Here are the Mulliken charges for atoms 1 to 4, given in e: atom 1 (Rb): 1.189, atom 2 (Rb): 0.985, atom 3 (S): 1.776, atom 4 (O): -0.914

***

No. 2
C24H36OsP2Si | the ωB97M-V functional and the def2-TZVPD basis

```
! RIJCOSX wB97M-V def2-TZVPD def2/J DEFGRID3
* xyz 2 5
C -3.190 -2.034 -0.185
C -2.852 -0.938 -1.034
C -1.549 -1.173 -1.539
H -3.478 -0.080 -1.236
C -1.069 -2.411 -1.016
C -2.098 -2.961 -0.192
H -2.040 -3.886 0.364
H -4.108 -2.138 0.375
H -1.057 -0.547 -2.270
H -0.110 -2.881 -1.202
Os -1.470 -1.095 0.556
C 0.617 -0.990 0.935
H 1.194 -1.544 0.184
H 0.924 -1.215 1.964
H 0.610 0.113 0.850
Si 1.561 0.530 -1.842
C 1.386 2.304 -2.375
C 0.681 2.618 -3.553
H 0.132 1.839 -4.092
C 0.698 3.926 -4.047
H 0.180 4.158 -4.981
C 1.363 4.941 -3.347
H 1.338 5.970 -3.707
C 2.034 4.635 -2.155
H 2.545 5.417 -1.595
C 2.048 3.324 -1.664
H 2.574 3.096 -0.738
C 3.213 -0.064 -2.460
C 3.961 0.666 -3.394
H 3.596 1.617 -3.794
C 5.212 0.197 -3.812
H 5.802 0.773 -4.513
C 5.710 -1.012 -3.321
H 6.673 -1.387 -3.653
C 4.972 -1.738 -2.386
H 5.362 -2.670 -1.981
C 3.727 -1.272 -1.943
H 3.174 -1.832 -1.188
H 0.627 -0.324 -2.575
H 1.656 0.450 -0.311
C -0.741 2.215 1.546
P -1.611 0.750 2.175
C -3.244 1.416 2.606
C -0.834 0.140 3.797
C -1.344 -1.246 4.208
P -2.199 -2.099 2.809
C -1.959 -3.872 3.079
C -3.969 -1.831 3.218
H -1.008 2.358 0.490
H -1.099 3.076 2.124
H 0.351 2.147 1.639
H -3.938 1.210 1.784
H -3.652 1.004 3.538
H -3.153 2.505 2.724
H 0.263 0.143 3.697
H -1.098 0.887 4.557
H -0.531 -1.921 4.534
H -2.073 -1.184 5.025
H -1.923 -4.069 4.161
H -2.804 -4.421 2.641
H -1.025 -4.207 2.609
H -4.042 -1.382 4.220
H -4.459 -1.185 2.477
H -4.458 -2.815 3.216
*
```

## Properties
* energy relative to the best compared isomer or geometry (same formula, charge and spin): 61.2 kJ/mol
* orbital gap (alpha / beta): 3.860 / 3.241 eV
* DFT total energy: -54373.33882 eV
* M: 604.82 Da
* <S²>: 6.03

Here are the Mulliken charges for atoms 1 to 4, given in e: atom 1 (C): -0.392, atom 2 (C): -1.093, atom 3 (C): -0.020, atom 4 (H): 0.497

***

No. 3
C24H37AlBrClF17N5O7P3S2 | the ωB97M-V functional and the def2-TZVPD basis

```
! RIJCOSX wB97M-V def2-TZVPD def2/J DEFGRID3
* xyz -1 1
C -1.797 -6.019 0.384
C -1.504 -4.679 -0.298
P 0.197 -4.578 -1.036
C 1.328 -5.811 -0.228
N 0.748 -2.917 -0.692
N 1.037 -2.207 -1.807
C 1.393 -0.971 -1.477
C 1.781 0.126 -2.376
N 1.341 -0.891 -0.141
C 0.979 -2.051 0.356
N 0.831 -2.378 1.668
P 0.376 -3.975 2.310
C -1.135 -3.703 3.307
O 1.660 -4.520 3.167
S 1.145 -0.979 2.710
O 2.339 -0.324 2.327
O -0.049 -0.227 2.757
F 1.396 -1.465 4.135
H -2.879 -6.162 0.392
H -1.495 -6.019 1.433
H -1.332 -6.846 -0.157
H -1.658 -3.848 0.408
H -2.225 -4.505 -1.097
H 0.885 -6.273 0.650
H 1.631 -6.523 -0.994
H 2.197 -5.241 0.115
H 0.968 -2.582 -2.772
H 1.101 0.960 -2.191
H 2.798 0.439 -2.129
H 1.744 -0.154 -3.427
H -1.914 -3.253 2.674
H -1.472 -4.714 3.560
H -0.926 -3.153 4.232
H 2.415 -3.946 2.971
C -3.514 2.860 0.073
C -3.671 1.560 -0.737
C -2.387 0.853 -1.196
F -1.640 1.618 -2.018
F -2.718 -0.265 -1.880
F -4.489 1.794 -1.785
F -4.318 0.681 0.076
O -3.650 4.124 -0.614
C -2.450 4.608 -1.257
C -2.509 4.678 -2.800
F -2.814 3.480 -3.325
F -1.285 5.048 -3.255
F -1.423 3.859 -0.841
F -2.230 5.842 -0.782
H -4.347 2.868 0.775
H -2.619 2.844 0.694
H -1.780 0.560 -0.332
H -3.245 5.395 -3.145
Cl -2.449 2.446 -5.578
Al -0.320 2.041 -5.258
Br -5.112 5.787 -1.402
O -3.434 -2.629 0.660
H -3.356 -1.786 0.195
F 0.626 -3.274 4.932
C 3.832 2.913 2.168
C 4.242 3.476 0.891
N 4.566 3.921 -0.117
H 2.875 2.398 2.086
H 4.560 2.191 2.534
H 3.726 3.689 2.926
F 1.080 -3.418 -4.199
P 0.800 -2.400 -5.508
F 2.243 -3.067 -5.881
F 0.532 -2.305 -7.123
F 0.051 -1.454 -4.384
F -0.623 -3.186 -5.659
F 1.556 -0.951 -5.678
F -2.545 8.640 -7.514
C -3.252 8.964 -6.416
C -4.616 9.148 -6.525
C -5.344 9.477 -5.391
C -4.700 9.628 -4.170
C -3.327 9.443 -4.080
C -2.595 9.102 -5.209
H -5.097 9.033 -7.487
H -6.415 9.617 -5.460
H -5.270 9.889 -3.288
H -2.824 9.563 -3.130
H -1.526 8.945 -5.158
C 3.459 -3.980 6.672
C 4.338 -2.763 6.365
C 5.662 -2.949 7.118
S 5.902 -4.724 7.279
O 5.841 -5.073 8.678
O 7.007 -5.136 6.446
C 4.363 -5.197 6.502
H 2.588 -4.026 6.010
H 3.097 -3.924 7.701
H 4.530 -2.715 5.290
H 3.850 -1.833 6.651
H 6.505 -2.526 6.576
H 5.617 -2.527 8.121
H 3.974 -6.094 6.977
H 4.570 -5.389 5.449
*
```

## Properties
* orbital gap: 1.531 eV
* DFT total energy: -232163.90369 eV
* M: 1129.95 Da

Here are the Mulliken charges for atoms 1 to 4, given in e: atom 1 (C): -1.233, atom 2 (C): 0.582, atom 3 (P): -0.003, atom 4 (C): -1.127